Entry from the Open Molecules 2025 dataset: 13 unconnected molecules or ions with the total composition C46H98O13 at a distorted geometry (the ωB97M-V functional and the def2-TZVPD basis).

Kohn-Sham gap in eV: 9.78
Highest occupied orbital energy in eV: -9.482

```
157
Properties=species:S:1:pos:R:3:forces:R:3:lowdin_charge:R:1
C 3.425459 18.478210 -3.813869 -0.233 1.330 0.844 -0.171
C 3.839973 17.206260 -4.528398 -0.624 2.013 -3.032 -0.212
C 4.569738 16.420907 -3.546416 -0.384 1.321 1.293 -0.188
O 3.798154 16.766536 -2.384184 0.436 -2.240 2.762 -0.162
C 3.101021 17.996399 -2.394251 -0.651 -1.158 -2.260 -0.198
H 2.573146 18.985829 -4.265514 0.062 -0.046 -0.151 0.109
H 4.206253 19.227251 -3.681926 0.374 -0.093 -0.580 0.109
H 4.372581 17.455878 -5.446065 0.527 0.038 0.040 0.115
H 2.935057 16.776148 -4.957624 -0.116 -0.705 0.571 0.120
H 5.546556 16.841800 -3.308142 0.494 -0.381 -0.667 0.125
H 4.602755 15.364131 -3.811462 -0.127 -0.072 0.767 0.127
H 3.302842 18.691611 -1.579364 0.520 -0.251 0.004 0.116
H 2.048906 17.712154 -2.374926 -0.282 0.246 0.409 0.111
C -10.034638 19.051891 11.467563 -0.083 -0.515 0.125 -0.189
C -9.748206 20.280719 12.278220 -0.469 0.982 0.719 -0.190
C -8.623071 21.034602 11.499217 -1.076 -2.563 0.253 -0.150
O -8.142509 20.018832 10.554877 -0.110 1.039 0.749 -0.168
C -8.681304 18.737860 10.957224 1.730 0.780 -1.985 -0.224
H -10.652667 19.304961 10.606114 -0.254 -0.272 0.101 0.123
H -10.395787 18.187133 12.024209 -0.528 0.258 0.051 0.119
H -9.459181 20.000264 13.291097 0.412 -0.024 -0.026 0.106
H -10.600599 20.941992 12.433879 -0.213 -0.086 -0.191 0.105
H -7.893950 21.246803 12.281167 0.457 0.782 -0.710 0.111
H -9.095913 21.835304 10.930534 0.754 0.307 0.162 0.115
H -7.930468 18.286097 11.605502 -0.457 -0.281 0.601 0.121
H -8.672211 18.192592 10.013462 -0.161 -0.406 0.146 0.120
C 0.591243 9.193081 10.243524 -1.287 0.140 -0.338 -0.182
C 1.817135 9.271801 9.331153 -0.315 0.414 -0.284 -0.154
C 2.616367 10.424756 10.016549 0.191 -0.786 0.525 -0.184
O 1.949571 10.660330 11.251904 0.229 0.974 -0.007 -0.159
C 0.565375 10.541404 10.976880 0.357 -1.993 0.703 -0.209
H 0.729347 8.377443 10.953288 -0.046 0.131 0.096 0.109
H -0.337922 9.014736 9.702264 -0.033 -0.137 -0.089 0.105
H 1.625241 9.500470 8.282831 -0.467 0.390 0.069 0.100
H 2.201950 8.254944 9.253524 0.940 0.294 0.465 0.101
H 2.585455 11.396414 9.523570 0.191 -0.307 -0.822 0.117
H 3.639212 10.125370 10.245120 0.035 0.272 -0.024 0.116
H 0.055092 11.287624 10.367905 0.549 0.584 -0.111 0.119
H 0.111275 10.492930 11.966603 -0.347 0.029 -0.185 0.121
C 0.588180 17.191132 13.913880 1.707 -1.869 0.446 -0.214
C -0.635745 17.798798 13.439235 -3.686 0.670 -0.899 -0.186
C -0.788826 19.152838 14.156335 1.090 -0.478 0.457 -0.175
O 0.572306 19.426771 14.451245 0.587 1.159 0.227 -0.144
C 1.161796 18.202781 14.831186 1.477 0.956 -0.398 -0.230
H 1.261596 16.990854 13.080512 0.066 -0.136 0.121 0.119
H 0.489378 16.282462 14.507721 -0.341 -0.316 -0.444 0.119
H -1.508245 17.181030 13.651841 -0.153 -0.082 -0.240 0.113
H -0.602017 17.965215 12.362539 -0.135 0.046 0.022 0.116
H -1.245300 19.132861 15.145955 -0.821 -0.481 -0.098 0.116
H -1.239862 19.959299 13.578163 0.237 -0.086 -0.094 0.120
H 1.021370 17.917088 15.873668 -0.181 0.390 0.268 0.121
H 2.222115 18.291158 14.594497 0.155 0.224 0.628 0.124
C -9.549189 9.477508 8.000828 -0.003 0.307 0.309 -0.158
C -10.766824 9.241726 7.118139 0.230 -2.183 1.072 -0.184
C -10.600846 10.111580 5.929987 -1.828 0.095 0.089 -0.237
O -9.659157 11.074418 6.283202 0.643 0.446 -1.663 -0.099
C -9.214024 10.880132 7.581861 1.402 1.051 1.269 -0.245
H -8.706063 8.811143 7.818667 -0.151 -0.108 -0.255 0.113
H -9.805544 9.385814 9.056278 0.094 0.110 -0.010 0.112
H -11.661083 9.402686 7.720203 -0.134 -0.110 -0.344 0.118
H -10.659383 8.218580 6.757951 -0.889 -0.269 0.375 0.110
H -11.548978 10.601866 5.709174 -0.095 0.233 -0.202 0.119
H -10.443737 9.416860 5.104883 1.123 0.714 -0.597 0.118
H -9.613729 11.655210 8.235769 -0.659 -0.041 0.210 0.117
H -8.147979 11.102710 7.627981 0.269 -0.245 -0.256 0.118
C -2.344115 16.595258 4.471152 -0.665 1.541 -1.059 -0.195
C -1.800449 15.324583 3.807586 -0.448 1.803 0.960 -0.161
C -0.988905 14.805180 4.976940 -0.945 0.010 0.165 -0.185
O -1.604775 15.323632 6.181892 1.087 -1.593 0.790 -0.152
C -2.565499 16.309954 5.943979 0.274 -0.576 -1.229 -0.223
H -3.261190 16.933695 3.988938 -0.003 0.183 -0.096 0.107
H -1.631184 17.418588 4.426834 0.128 0.031 -0.224 0.109
H -1.182767 15.485982 2.924132 -0.272 0.085 -0.026 0.115
H -2.732638 14.809455 3.575676 0.558 -0.989 -0.099 0.114
H 0.025488 15.196800 5.052701 0.186 -0.467 -0.703 0.122
H -1.084687 13.727788 4.842218 0.626 -0.264 1.137 0.114
H -2.352839 17.228141 6.491519 -0.159 -0.211 0.450 0.117
H -3.526575 15.865833 6.203161 -0.366 0.443 -0.065 0.117
C -10.799985 19.281538 1.970678 0.928 -1.459 -0.470 -0.178
C -10.983096 20.312059 0.870652 -0.698 -0.177 -0.663 -0.168
C -12.243833 21.075013 1.316426 1.565 -0.071 0.123 -0.184
O -12.291923 20.833678 2.722829 -1.485 1.178 0.394 -0.130
C -11.843054 19.551372 3.055391 1.431 -0.480 -0.823 -0.214
H -9.801276 19.266516 2.407111 0.074 0.394 -0.085 0.104
H -10.869952 18.301312 1.499123 -0.301 -0.252 0.311 0.104
H -11.273381 19.846212 -0.071059 0.441 -0.251 -0.110 0.101
H -10.080877 20.889579 0.669229 -0.259 0.341 0.274 0.107
H -13.107746 20.735455 0.745060 -0.320 -0.283 0.413 0.114
H -12.106717 22.129579 1.077282 -0.307 0.177 0.652 0.116
H -12.569075 18.740693 3.116980 -0.678 0.334 -0.267 0.114
H -11.307731 19.533942 4.004718 -0.378 0.552 0.255 0.115
C 0.789812 7.934677 -1.436890 1.388 -0.522 0.033 -0.158
C 1.335141 9.324946 -1.915923 -0.623 -2.166 -0.779 -0.179
C 0.332878 10.223769 -1.297791 0.596 -1.275 1.447 -0.184
O -0.093485 9.489373 -0.097013 -0.881 2.308 0.369 -0.163
C 0.467498 8.207810 0.018022 -0.247 0.499 -0.647 -0.236
H 1.539248 7.153203 -1.562404 -0.076 -0.143 -0.139 0.105
H -0.151188 7.606073 -1.878059 0.143 0.271 -0.489 0.114
H 1.273546 9.464939 -2.995133 0.454 -0.290 -0.089 0.111
H 2.358046 9.433537 -1.555382 -0.079 0.213 -0.016 0.114
H -0.526023 10.278129 -1.966693 -0.012 0.803 0.262 0.124
H 0.918514 11.108612 -1.048408 -1.157 0.655 0.261 0.121
H -0.309521 7.554449 0.414841 0.041 -0.134 -0.011 0.116
H 1.284519 8.239054 0.738858 0.441 -0.220 -0.198 0.115
C 4.799513 20.138432 5.691969 -1.338 -1.614 0.742 -0.189
C 4.851374 19.349127 7.008684 -0.445 -0.740 -0.173 -0.181
C 5.164921 20.460204 7.926963 0.431 1.125 0.622 -0.215
O 6.228801 21.141469 7.220077 -0.449 1.202 0.541 -0.116
C 5.988570 21.001349 5.832930 1.017 -1.452 -1.295 -0.249
H 3.900728 20.754104 5.726880 -0.247 -0.124 -0.270 0.115
H 4.786126 19.467795 4.832798 0.043 0.329 -0.175 0.119
H 5.707180 18.675859 7.057837 -0.030 -0.256 -0.361 0.121
H 3.948979 18.789567 7.254984 -0.052 0.086 -0.061 0.117
H 5.499434 20.222778 8.936835 0.391 -0.238 -0.215 0.124
H 4.311084 21.120739 8.077848 -0.209 0.253 -0.194 0.117
H 6.823220 20.417675 5.444594 0.435 0.202 -0.163 0.118
H 5.829527 21.801644 5.110213 0.449 1.224 1.002 0.120
C -4.276210 18.727297 -2.642845 -1.419 -0.511 0.155 -0.168
C -3.801139 18.568238 -4.080022 -0.074 0.556 -0.035 -0.169
C -3.590982 17.060293 -4.272049 -0.701 0.567 0.178 -0.191
O -4.090255 16.453465 -3.081755 0.487 -1.069 0.775 -0.146
C -4.884742 17.349681 -2.308947 0.844 0.578 -0.610 -0.199
H -5.149614 19.376561 -2.581840 0.504 0.775 0.115 0.105
H -3.472809 19.024144 -1.968652 -0.241 -0.121 0.133 0.111
H -2.874483 19.120437 -4.236461 -0.093 0.029 -0.170 0.104
H -4.580740 19.010719 -4.700130 0.197 -0.286 -0.432 0.107
H -2.536379 16.861660 -4.462983 0.071 -0.388 0.555 0.111
H -4.132803 16.641528 -5.120076 -0.171 0.151 -0.141 0.111
H -4.906273 17.211188 -1.227985 0.804 -0.740 0.018 0.113
H -5.933247 17.207466 -2.570705 -0.205 0.460 -0.538 0.112
C -6.679070 10.027743 -0.041731 -1.444 -0.899 -0.037 -0.068
C -6.916757 8.480180 0.112142 0.700 0.303 0.320 -0.319
O -6.044652 7.771254 -0.718648 0.925 -0.514 -0.880 -0.096
H -7.339587 10.559178 0.643409 -0.001 0.133 0.024 0.061
H -6.968726 10.297445 -1.057334 -0.119 0.003 -0.033 0.066
H -5.675038 10.435354 0.076057 0.209 -0.704 0.347 0.067
H -7.882879 8.056176 -0.161625 -0.436 1.021 -0.192 0.109
H -6.764045 8.053004 1.103254 -0.009 0.744 0.633 0.100
H -5.162832 7.895532 -0.360130 0.183 -0.081 -0.180 0.080
C -5.055736 22.982420 5.108451 0.106 0.843 -0.104 -0.091
C -6.501064 23.358498 5.334034 0.099 -0.373 0.587 -0.350
O -7.070890 23.789403 4.122843 -0.437 -0.018 -0.510 -0.073
H -4.904126 22.314379 4.260604 -0.159 -0.285 0.280 0.075
H -4.580926 22.644812 6.029689 -0.009 -0.236 -0.125 0.074
H -4.583037 23.924152 4.829534 0.367 -0.019 -0.055 0.072
H -6.545609 24.171689 6.058498 0.033 0.132 0.162 0.106
H -7.087383 22.545454 5.762171 0.032 -0.243 -0.010 0.109
H -7.934464 23.374208 4.064023 -0.043 0.191 -0.225 0.080
C 0.984623 24.369821 0.953513 -0.586 1.031 0.118 -0.076
C 1.287210 25.888515 1.318310 0.563 -1.123 -0.594 -0.283
O 1.702745 26.616074 0.160464 0.004 -0.376 -0.330 -0.097
H 0.094499 24.214141 0.343966 -0.267 0.484 0.089 0.059
H 0.823866 23.794385 1.865173 0.068 0.098 0.126 0.060
H 1.742208 23.852486 0.364850 0.566 0.536 0.259 0.064
H 2.079605 25.853269 2.065954 0.210 0.103 0.017 0.097
H 0.481351 26.474372 1.760421 -0.503 -0.666 0.099 0.101
H 2.404315 27.238889 0.364119 -0.053 -0.088 0.217 0.075
```
Positions in Å, forces in eV/Å.